DFT (the ωB97M-V functional and the def2-TZVPD basis) results for a structure of composition C28H54AlP2.

Calculated values
Kohn-Sham gap   6.828 eV
Energy relative to the best compared isomer or geometry (same formula, charge and spin)   1.102 eV

Geometry as ORCA input:
```
! RIJCOSX wB97M-V def2-TZVPD def2/J DEFGRID3
* xyz 1 1
Al -0.2090 -0.2046 0.5806
C -0.8883 -1.0108 -1.8737
C 0.3684 -0.6506 -2.4303
C 0.8424 -2.0400 -0.6501
C -0.6302 -1.8986 -0.7329
C 1.4140 -1.2689 -1.6987
C -2.2081 -0.8445 -2.5290
H -2.3797 0.1536 -2.9524
H -3.0649 -1.0381 -1.8664
H -2.3105 -1.5529 -3.3635
C -1.5379 -3.0738 -0.4391
H -2.5811 -2.8739 -0.7131
H -1.5115 -3.3921 0.6102
H -1.2083 -3.9401 -1.0380
C 1.5482 -3.1786 0.0213
H 1.8975 -3.9022 -0.7299
H 0.9024 -3.7478 0.7046
H 2.4367 -2.8658 0.5952
C 2.8467 -1.3032 -2.1119
H 3.0401 -2.0584 -2.8889
H 3.5148 -1.5364 -1.2718
H 3.1930 -0.3464 -2.5161
C 0.5473 0.0052 -3.7437
H 0.3782 -0.6927 -4.5850
H 1.5707 0.4061 -3.8503
H -0.1389 0.8577 -3.8782
C 0.0456 3.6123 -0.7915
C -0.3696 3.1487 -1.9862
C 0.0251 3.7921 -3.2921
C 1.5101 3.6408 -3.7937
C 2.5185 2.9181 -2.9158
C 2.9127 3.4070 -1.7324
C 2.4118 4.7300 -1.1895
C 0.9413 4.8244 -0.6605
H -0.1890 4.8815 -3.2422
H 1.8655 4.6756 -3.9621
H -0.6479 3.3807 -4.0693
H 0.4638 5.6752 -1.1871
H -0.3222 3.1925 0.1545
H -1.0970 2.3285 -2.0714
H 0.9654 5.0970 0.4090
H 3.0881 5.0201 -0.3684
H 3.7190 2.9138 -1.1553
H 2.4982 5.4975 -1.9794
H 1.4874 3.1368 -4.7747
H 3.0061 2.0257 -3.3620
P -2.4332 0.7153 0.8308
C -3.7299 -0.5854 1.1275
H -4.6375 -0.0821 1.5180
H -3.4292 -1.3474 1.8691
H -3.9762 -1.1133 0.1870
C -2.3585 1.6047 2.4343
H -3.3747 1.7395 2.8366
H -1.8930 2.5905 2.2754
H -1.7506 1.0652 3.1774
C -3.3535 1.8471 -0.2416
H -2.8352 2.8091 -0.3097
H -4.3641 2.0042 0.1533
H -3.4430 1.4494 -1.2560
P 1.8824 0.5025 1.7758
C 3.5348 0.4217 0.9364
H 4.2671 1.0668 1.4482
H 3.4396 0.7808 -0.1060
H 3.9225 -0.6055 0.8963
C 1.9244 2.2708 2.3103
H 2.3466 2.8877 1.4916
H 2.5274 2.4029 3.2227
H 0.9053 2.6262 2.5096
C 2.2532 -0.3477 3.3676
H 3.1496 0.0404 3.8697
H 2.4129 -1.4192 3.2026
H 1.4092 -0.2625 4.0630
C -1.6554 -1.2760 4.5872
C -0.6649 -2.0961 3.7523
C -1.1192 -3.5671 3.5649
C -0.4589 -1.5605 2.3513
H -2.6170 -1.1668 4.0690
H -1.2237 -0.2880 4.7799
H -1.8245 -1.7622 5.5617
H 0.2914 -2.1552 4.2950
H -2.0937 -3.6220 3.0452
H -0.3951 -4.1185 2.9291
H -1.2106 -4.1017 4.5260
H 0.4180 -2.0315 1.8738
H -1.4251 -1.6529 1.8221
*
```